1.
8
Properties=species:S:1:pos:R:3:forces:R:3:nbo_charge:R:1 method="wB97M-V/def2-TZVPD" total_charge=0 orbital_gap_ev=8.73 e_above_lowest_kj_mol=10.39 lumo_energy_ev=-1.014 energy_ev=-25242.3382 homo_energy_ev=-9.745
C -0.131710 -1.119530 0.393636 0.4 1.7 1.8 -0.263
N -0.245085 1.031987 -0.364776 0.9 0.3 0.4 -0.276
O 0.580531 0.105631 0.311596 0.5 1.4 -0.8 -0.408
Cl 0.163565 1.087735 -2.158597 0.0 -0.2 1.0 0.027
I 0.415835 2.810921 0.553161 -0.2 -0.1 -0.4 0.328
H 0.158773 -1.673847 -0.425946 0.4 -1.8 -1.5 0.185
H -1.121330 -0.737472 0.311484 -1.4 -0.9 0.3 0.204
H 0.179422 -1.505426 1.379441 -0.6 -0.3 -0.6 0.204

---

2.
12
Properties=species:S:1:pos:R:3:forces:R:3:nbo_charge:R:1 method="wB97M-V/def2-TZVPD" total_charge=0 smiles="[H]/N=C/n1cnnc1O" orbital_gap_ev=9.89 e_above_lowest_kj_mol=206.06 lumo_energy_ev=0.444 energy_ev=-11181.8334 homo_energy_ev=-9.446
H -3.098182 -0.094648 -0.066490 -0.3 -0.2 0.6 0.355
N -2.188816 -0.542061 -0.016996 -4.5 -2.2 -1.1 -0.594
C -1.321377 0.288709 -0.011667 4.4 -0.3 0.8 0.289
N -0.002845 -0.271821 -0.090455 0.2 4.1 0.1 -0.434
C 0.509917 -1.471133 -0.082518 -2.1 -5.4 1.0 0.164
N 1.781848 -1.476649 0.022467 1.3 -1.2 -0.5 -0.273
N 2.237779 -0.190548 -0.017493 -2.0 2.1 0.4 -0.330
C 1.104899 0.503144 -0.021057 0.9 2.5 -0.5 0.591
O 0.793552 1.881479 -0.052610 2.3 -0.9 0.2 -0.706
H -1.255286 1.302794 0.267985 -0.5 1.4 -0.4 0.202
H -0.177356 -2.366855 0.055406 1.3 1.2 -0.5 0.221
H 1.615869 2.437587 0.013431 -1.0 -1.1 -0.1 0.514

---

3.
41
Properties=species:S:1:pos:R:3:forces:R:3:nbo_charge:R:1 method="wB97M-V/def2-TZVPD" total_charge=0 orbital_gap_ev=8.18 e_above_lowest_kj_mol=1492.10 lumo_energy_ev=-0.192 energy_ev=-26593.0146 homo_energy_ev=-8.374
O -0.230367 -1.719531 -0.359020 2.6 0.4 -4.6 -0.593
C -1.018459 -1.773983 0.484044 -2.1 -0.6 7.7 0.694
N -0.645475 -2.079241 1.797104 8.1 -1.4 -4.7 -0.639
H -1.143454 -1.889649 2.554594 -2.6 1.1 3.8 0.372
C 1.040230 -2.181060 1.982634 -9.4 0.5 13.3 -0.190
H 1.509775 -2.077974 1.227592 5.6 0.4 -10.0 0.183
H 1.151455 -2.908160 2.750995 0.3 -2.6 -1.0 0.208
C 1.466461 -1.130330 3.039491 0.0 2.3 -0.5 -0.100
O 1.279206 0.154714 2.503540 0.0 1.3 -0.4 -0.537
C 2.012233 0.687887 1.411478 2.0 -10.8 5.7 0.336
C 1.600284 1.797362 1.087452 -0.1 9.7 -6.2 -0.333
C 2.474298 2.294705 -0.036126 -0.9 3.9 -4.0 -0.129
C 3.626580 1.771818 -0.792000 -11.3 -5.6 13.3 -0.243
C 3.780881 0.515985 -0.005830 9.0 2.2 -9.4 -0.139
C 3.182875 -0.106351 0.911153 -6.9 5.1 1.6 -0.316
H 3.452180 -0.845567 1.463728 1.9 -4.9 2.8 0.213
H 4.750203 0.135176 -0.541961 -1.3 -0.7 1.8 0.190
H 4.113031 2.268571 -1.396256 5.0 4.2 -6.1 0.192
H 2.008153 3.277041 -0.565607 1.1 -1.8 1.6 0.185
H 0.752223 2.472411 1.409615 1.2 -1.5 -0.2 0.282
H 0.907799 -1.066742 3.983801 -0.8 -0.7 -0.6 0.200
H 2.456305 -1.119097 3.532970 0.5 -1.1 -1.1 0.186
C -2.482693 -1.580570 0.565422 -1.0 0.2 -6.6 -0.528
H -2.981369 -2.157102 1.254106 -0.7 -1.9 1.4 0.225
H -2.676019 -2.041517 -0.581189 -0.7 1.5 2.7 0.215
C -2.858742 -0.145672 0.814703 0.2 1.8 1.8 -0.506
C -1.875373 1.031863 0.004350 -7.6 -9.9 3.1 0.580
O -1.561935 1.726087 0.784776 5.8 10.8 8.6 -0.484
C -1.771336 0.861234 -1.256488 1.7 -1.3 -14.2 -0.185
C -2.888360 0.409933 -2.167111 1.8 -0.4 3.5 -0.147
C -2.706166 0.080907 -3.477132 5.1 2.5 -0.7 -0.229
C -1.331083 0.358485 -4.122626 -5.5 -1.1 1.2 -0.128
C -0.424601 0.864817 -3.245814 -3.3 -1.9 -2.9 -0.262
C -0.479552 1.092760 -1.977967 -5.2 0.3 8.1 -0.080
H 0.291749 1.401720 -1.279230 0.5 0.0 -0.8 0.236
H 0.445674 0.987541 -3.572463 7.3 1.2 -3.4 0.201
H -1.223115 0.178335 -5.223307 0.3 0.3 1.4 0.229
H -3.578934 0.070252 -4.009204 -1.9 -1.1 -1.8 0.209
H -3.850677 0.126767 -1.690147 0.6 0.7 -0.4 0.215
H -2.652529 0.034655 2.125760 -0.5 -0.2 -4.1 0.196
H -3.921357 0.221524 0.610168 1.2 -1.1 0.4 0.220

---

4.
16
Properties=species:S:1:pos:R:3:forces:R:3:lowdin_spin:R:1 method="wB97M-V/def2-TZVPD" multiplicity=2 s_squared=0.757 total_charge=+1 orbital_gap_ev="9.95 / 4.27" e_above_lowest_kj_mol=103.16 lumo_energy_ev="-3.384 / -8.898" energy_ev=-9765.4241 homo_energy_ev="-13.338 / -13.170"
O 1.324209 -0.823027 0.052290 0.2 0.5 0.0 0.117
C 0.144752 -0.574704 -0.053842 0.3 -3.1 0.6 0.020
N -0.315145 0.694836 -0.061240 -0.1 2.1 -0.4 0.236
C 0.643153 1.680771 0.374181 -1.6 -0.4 -1.0 0.143
N 0.285282 2.986582 0.034916 1.3 -0.2 -0.7 0.282
C -0.919319 -1.678612 -0.017900 0.2 0.7 -0.1 0.017
N -0.357151 -2.948025 -0.336267 0.7 -1.1 0.2 0.023
H -0.983941 0.913174 -0.806738 -0.1 0.1 0.7 0.006
H 0.873988 1.547103 1.429608 0.3 0.1 0.2 0.034
H 1.557412 1.258021 -0.174667 0.3 0.1 0.2 0.103
H 1.066224 3.627330 0.155356 -0.3 0.3 0.6 0.008
H -0.042548 3.118888 -0.920043 -0.3 -0.1 0.2 0.009
H -1.673528 -1.359705 -0.747221 -0.2 -0.2 0.0 0.004
H -1.369033 -1.624019 0.980590 -0.2 0.2 0.0 0.000
H -0.826053 -3.752952 0.078806 -0.5 0.5 -0.2 0.000
H 0.591697 -3.065661 0.012171 0.0 0.5 -0.2 0.001

---

5.
12
Properties=species:S:1:pos:R:3:forces:R:3:nbo_charge:R:1 method="wB97M-V/def2-TZVPD" total_charge=0 smiles="CC1=CC(=O)C=N1" orbital_gap_ev=8.55 e_above_lowest_kj_mol=170.59 lumo_energy_ev=-1.079 energy_ev=-8801.6510 homo_energy_ev=-9.628
C 1.920954 -0.214456 0.052236 2.0 -0.4 0.0 -0.675
C 0.454584 -0.104254 -0.168102 -2.0 -1.9 0.4 0.222
C -0.603709 -1.021530 -0.105141 1.2 3.3 -0.4 -0.382
C -1.846383 -0.142394 -0.027841 1.7 -1.2 -0.3 0.481
O -3.008899 -0.394275 0.008354 -1.0 -0.6 0.1 -0.460
C -1.286233 1.218837 -0.026962 -1.4 2.9 0.6 0.043
N -0.037523 1.276970 -0.152778 0.5 0.0 0.1 -0.398
H 2.309976 -1.289142 0.066214 -0.8 1.4 0.3 0.233
H 2.644290 0.316711 -0.683654 -1.7 -0.5 0.9 0.247
H 2.102163 0.302248 1.057714 -0.1 -0.8 -1.2 0.249
H -0.677124 -2.067565 -0.178520 0.4 -1.0 0.1 0.235
H -1.972093 2.118847 0.158479 1.2 -1.2 -0.6 0.206

---

6.
15
Properties=species:S:1:pos:R:3:forces:R:3:nbo_charge:R:1 method="wB97M-V/def2-TZVPD" total_charge=0 smiles="O=[N+]([O-])c1nn[nH]n1.C=C" orbital_gap_ev=10.10 e_above_lowest_kj_mol=506.16 lumo_energy_ev=-0.517 energy_ev=-14731.3298 homo_energy_ev=-10.617
O 3.702007 0.994726 0.499124 -0.4 0.1 -0.8 -0.344
N 2.788192 1.083966 -0.310369 0.1 -0.5 1.4 0.512
O 2.513952 2.025956 -0.997262 0.0 0.3 -0.7 -0.316
C 1.868572 -0.048048 -0.304957 -0.4 -1.7 -0.5 0.284
N 1.330335 -0.708389 -1.388949 1.5 2.4 -0.3 -0.212
N 0.661356 -1.672136 -0.918160 -1.1 -1.1 -0.1 -0.013
N 0.777948 -1.591084 0.376893 -1.6 -2.9 3.6 -0.147
N 1.546726 -0.666641 0.817123 0.9 2.1 0.0 -0.202
H 0.332275 -2.222143 1.154128 0.9 1.3 -2.7 0.438
C -2.874845 0.493128 -0.423552 -1.0 0.8 -1.7 -0.377
C -2.245921 0.538232 0.704745 0.3 -2.9 2.6 -0.391
H -3.530044 -0.351191 -0.539924 0.0 -0.3 -0.7 0.197
H -2.874165 1.277872 -1.194686 -0.1 -0.3 0.5 0.202
H -1.696526 1.273654 1.211079 0.9 1.3 -0.1 0.199
H -2.299863 -0.427895 1.314765 -0.1 1.5 -0.5 0.170

---

Please write out number 1 again, unchanged.
8
Properties=species:S:1:pos:R:3:forces:R:3:nbo_charge:R:1 method="wB97M-V/def2-TZVPD" total_charge=0 orbital_gap_ev=8.73 e_above_lowest_kj_mol=10.39 lumo_energy_ev=-1.014 energy_ev=-25242.3382 homo_energy_ev=-9.745
C -0.131710 -1.119530 0.393636 0.4 1.7 1.8 -0.263
N -0.245085 1.031987 -0.364776 0.9 0.3 0.4 -0.276
O 0.580531 0.105631 0.311596 0.5 1.4 -0.8 -0.408
Cl 0.163565 1.087735 -2.158597 0.0 -0.2 1.0 0.027
I 0.415835 2.810921 0.553161 -0.2 -0.1 -0.4 0.328
H 0.158773 -1.673847 -0.425946 0.4 -1.8 -1.5 0.185
H -1.121330 -0.737472 0.311484 -1.4 -0.9 0.3 0.204
H 0.179422 -1.505426 1.379441 -0.6 -0.3 -0.6 0.204